{"formula": "C24H70BN6O6Pb", "method": "wB97M-V/def2-TZVPD", "de_lowest_kj_mol": 0.0, "gap_ha": 0.3020, "max_force_ha_per_bohr": 0.039, "charge": 1, "species": ["Pb", "O", "O", "O", "O", "O", "O", "N", "N", "N", "N", "N", "N", "C", "C", "C", "C", "C", "C", "C", "C", "C", "C", "C", "C", "C", "C", "C", "C", "C", "C", "C", "C", "C", "C", "C", "C", "B", "H", "H", "H", "H", "H", "H", "H", "H", "H", "H", "H", "H", "H", "H", "H", "H", "H", "H", "H", "H", "H", "H", "H", "H", "H", "H", "H", "H", "H", "H", "H", "H", "H", "H", "H", "H", "H", "H", "H", "H", "H", "H", "H", "H", "H", "H", "H", "H", "H", "H", "H", "H", "H", "H", "H", "H", "H", "H", "H", "H", "H", "H", "H", "H", "H", "H", "H", "H", "H", "H"], "coordinates": [[1.58492, -0.41197, -0.79574], [-5.51987, -0.26042, -2.25479], [0.64011, -2.45040, -2.24137], [1.18313, 0.60370, -3.21429], [1.94601, 0.35739, 1.85783], [-0.48861, -4.70087, 0.90082], [-1.73698, 3.97823, 3.38498], [3.31152, -1.51343, -2.61269], [0.13849, -2.10003, 0.79208], [3.22675, 1.74846, -1.30676], [-0.33856, 6.34873, 3.68079], [-4.02904, -0.31296, 0.25424], [4.06507, -0.79664, 0.55928], [0.22591, 0.31504, -4.22135], [-2.38803, 2.82307, 2.86872], [2.94285, -2.93036, -2.77973], [3.84956, -1.14616, 1.96834], [0.34612, -2.81658, 2.06811], [3.01487, -0.07247, 2.67231], [-5.82962, 0.34732, -3.48062], [-0.82279, -2.55079, 3.02211], [-0.73799, -2.80033, -2.42173], [-4.21890, -0.79212, -2.19309], [2.15095, 2.51800, -2.02587], [0.53804, -4.30936, 1.79745], [-1.79462, 6.33691, 3.86878], [1.81560, 1.85608, -3.35065], [-3.99387, -1.33096, -0.79723], [5.19483, -1.30653, 2.69975], [-0.25920, -5.97501, 0.32461], [1.49707, -3.12131, -3.16401], [1.10186, 1.31123, 2.48639], [2.46249, 4.02182, -2.19615], [-2.38646, 7.65401, 3.35981], [-2.43300, 5.16282, 3.12346], [3.30889, -3.68565, -1.49891], [-5.00825, -2.41984, -0.43747], [-0.98942, 0.76066, -0.37036], [0.36556, -4.79971, 2.76041], [2.62228, -0.50662, 3.59690], [3.60817, -3.37316, -3.53068], [0.35608, 0.92737, -5.11352], [-3.03843, -1.87150, -0.77477], [-0.72198, -1.50779, 3.33334], [-3.13733, 0.17836, 0.29682], [-3.25166, 2.63241, 3.51340], [4.86766, -1.28675, 0.16306], [-1.69048, 8.42699, 3.68754], [-0.71813, -3.18001, 3.90474], [1.27373, -4.19280, -3.09391], [5.87943, -0.47752, 2.54015], [4.28603, -3.31264, -1.17786], [-1.37419, 0.10352, 0.55912], [0.46808, 0.94246, 3.29704], [-1.76126, 1.66399, -0.54378], [-1.68160, 2.00732, 2.99685], [-0.10695, 6.89114, 2.85045], [3.70866, 0.74461, 2.91841], [0.66886, -5.97552, -0.26062], [2.64974, -3.46342, -0.65355], [4.25871, -1.40750, -2.27499], [-1.32998, -1.92525, -2.15656], [-1.78115, -2.65981, 2.51997], [-2.05526, 6.22382, 4.92430], [-3.35935, 7.83397, 3.81407], [3.22971, -0.98118, -3.47140], [-0.99918, -3.61853, -1.74340], [0.38933, -0.70540, -4.58840], [0.08121, 1.21537, -0.01739], [3.52335, 2.21483, -0.45175], [1.51124, -4.52621, 1.34604], [-4.96715, 0.87341, -3.90909], [3.36361, -4.75726, -1.66732], [-6.19876, -0.37804, -4.21392], [2.54619, 4.34555, -3.23515], [1.28134, 2.53542, -1.36323], [1.23789, -2.40556, 2.54836], [-6.04121, -2.07867, -0.40554], [-0.20228, -6.73495, 1.10691], [3.98543, 1.97990, -1.95515], [-0.78563, 0.34424, -3.81764], [-3.49595, 5.06298, 3.38719], [0.48773, 1.81319, 1.75106], [5.07236, -1.63570, 3.73284], [-4.72508, -2.88420, 0.50618], [3.37457, 4.27889, -1.65580], [-2.39117, 5.42799, 2.05106], [-5.01007, -3.23728, -1.17271], [4.50191, 0.12956, 0.57630], [-2.67090, 2.94630, 1.82162], [-0.41369, -2.72672, 0.20983], [-4.65902, 0.41811, -0.07340], [3.37169, -2.11927, 2.10199], [1.66806, 4.62428, -1.75725], [-6.60126, 1.09740, -3.30706], [1.11447, 2.56958, -3.80697], [-4.11459, -1.58409, -2.95322], [-0.92870, -3.09927, -3.45274], [-3.46538, -0.02393, -2.43202], [-1.09062, -6.15993, -0.35100], [-0.05488, 5.41790, 3.37980], [5.63579, -2.20918, 2.25473], [1.72707, 2.09965, 2.92992], [-0.83154, 0.04261, -1.34074], [-0.51105, -1.33340, 0.96449], [2.67937, 1.93801, -4.03156], [-2.47717, 7.65833, 2.27389], [1.27781, -2.80998, -4.19178]], "atomic_forces_ev_per_a": [[-0.038, -0.524, 0.449], [0.059, 0.265, 0.233], [0.202, 0.083, -0.522], [0.735, 0.167, -0.199], [-0.289, -0.072, -0.181], [0.160, -0.053, -0.175], [0.305, -0.256, -0.179], [-0.523, 0.097, 0.045], [-0.045, -0.091, 0.070], [0.222, 0.872, -1.508], [0.178, -0.319, -0.543], [0.225, 0.654, -0.423], [0.498, 0.600, -0.142], [-0.036, -0.976, -0.527], [0.175, 0.424, 0.833], [1.112, -0.180, 0.332], [0.703, 0.013, 0.940], [-0.294, 0.178, -0.178], [0.297, -0.472, -0.249], [-0.059, 0.291, -0.250], [0.676, 0.380, -0.155], [0.129, 0.075, 0.332], [0.136, -0.130, -0.398], [-0.371, 0.407, 1.352], [-0.746, 0.574, -0.028], [-0.375, -0.243, -0.513], [-0.728, 1.852, -0.018], [-0.393, -0.852, 0.565], [-0.330, -1.386, -0.525], [-0.045, 0.335, 0.077], [-0.352, -0.368, 0.219], [0.546, 1.197, 0.610], [0.104, -0.049, -0.056], [0.287, -0.355, 0.662], [-0.275, 0.727, -0.315], [0.089, 0.752, 0.374], [-0.113, -0.679, -0.496], [-0.166, 0.119, 0.262], [0.553, -0.395, -0.092], [0.101, 0.149, 0.144], [-0.491, -0.094, -0.376], [-0.142, 0.379, 0.245], [0.191, 0.478, -0.012], [-0.272, -0.016, 0.132], [-0.117, -0.312, -0.003], [-0.226, -0.202, -0.371], [-0.357, -0.759, 0.250], [-0.228, 0.267, -0.136], [-0.322, -0.013, 0.054], [0.115, -0.031, -0.195], [-0.063, 0.177, 0.349], [0.138, -0.380, -0.055], [0.032, -0.144, 0.249], [0.105, -0.541, -0.162], [0.010, 0.163, -0.324], [-0.075, -0.143, -0.220], [-0.199, 0.351, 0.202], [-0.349, 0.265, 0.039], [0.049, -0.044, 0.084], [-0.254, -0.094, -0.196], [0.052, -0.154, -0.049], [-0.018, -0.034, -0.108], [-0.095, -0.271, 0.136], [0.379, 0.047, 0.105], [-0.056, 0.109, -0.127], [-0.094, -0.074, -0.048], [0.011, -0.080, -0.124], [0.060, 0.007, 0.272], [0.331, 0.311, -0.110], [-0.466, 0.148, 0.071], [0.126, -0.092, 0.218], [0.044, -0.084, 0.053], [-0.039, -0.042, 0.035], [0.066, -0.039, 0.021], [0.225, -0.124, -0.018], [-0.186, -0.610, -0.267], [0.149, -0.237, -0.046], [0.095, 0.294, 0.226], [-0.045, -0.165, -0.131], [0.506, -0.788, 0.389], [0.001, 0.377, 0.018], [0.047, 0.006, 0.090], [-0.134, -0.318, -0.189], [0.004, 0.680, 0.205], [-0.146, 0.224, 0.154], [0.070, 0.059, -0.172], [-0.002, -0.347, -0.023], [0.155, 0.170, -0.082], [-0.601, 0.246, -0.007], [-0.023, -0.083, -0.018], [0.138, -0.081, -0.068], [-0.318, -0.199, 0.255], [-0.336, 0.068, -0.655], [-0.043, -0.045, -0.016], [-0.079, -0.129, 0.038], [-0.152, -0.222, 0.014], [0.039, -0.110, 0.119], [-0.060, 0.068, -0.023], [-0.101, 0.091, 0.089], [-0.050, -0.188, 0.094], [0.028, -0.122, 0.542], [0.302, 0.284, -0.115], [0.013, -0.102, 0.048], [-0.054, -0.110, -0.317], [0.160, 0.158, 0.020], [0.134, -0.865, 0.127], [0.050, 0.071, -0.042], [0.053, 0.173, 0.040]]}